# 1
3 unconnected molecules or ions with the total composition C4H13NO3, computed with ωB97M-V/def2-TZVPD.

Properties
SMILES: CC(C)C(N)=O.O.O
Multiplicity: 1
Gap between HOMO and LUMO: 10.18 eV

Geometry as XYZ:
```
21
Properties=species:S:1:pos:R:3:forces:R:3
C 1.2217 -0.3053 1.1481 -1.3 -1.5 -3.2
C 0.5958 -0.0102 -0.2747 -1.7 1.4 1.7
C -0.4806 -0.9754 -0.7620 2.1 -0.2 -4.4
C -0.1563 1.4324 -0.2027 2.1 -0.2 -1.6
N -1.3261 1.8167 0.3541 -0.5 1.3 0.2
O 0.4632 2.3050 -0.8053 0.1 0.5 0.2
H 1.1297 0.4886 1.7928 -0.6 1.6 1.7
H 0.6859 -1.1974 1.3847 -0.2 -0.5 1.3
H 2.2392 -0.5507 1.0790 1.5 -0.3 -0.3
H 1.3909 0.0669 -1.0238 -0.5 0.3 0.2
H -0.0789 -1.9821 -1.0726 0.1 0.9 0.3
H -0.8214 -0.5034 -1.8132 0.0 -1.2 2.5
H -1.2241 -1.2488 -0.0990 -1.9 0.3 1.4
H -2.0522 1.3073 0.7751 -0.3 -1.4 0.5
H -1.5989 2.8179 0.2655 0.9 -1.2 -0.2
O -3.1589 -3.0315 1.2524 0.1 -0.1 -1.6
H -3.2714 -3.0673 0.2691 -0.2 0.1 1.2
H -2.2416 -3.3130 1.3306 0.1 0.0 0.3
O 3.0634 1.6729 -1.4410 2.1 1.6 0.7
H 3.4410 2.5112 -1.0402 -0.2 -1.5 -0.9
H 2.1793 1.7663 -1.1169 -1.6 0.2 0.0
```
Forces are in eV/Å.

So, what does the natural (NBO) scheme give us? The charges, in e, come out as: number 1, C, carries -0.607; number 2, C, carries -0.265; number 3, C, carries -0.626; number 4, C, carries 0.680; number 5, N, carries -0.825; number 6, O, carries -0.667; number 7, H, carries 0.214; number 8, H, carries 0.201; number 9, H, carries 0.223; number 10, H, carries 0.245; number 11, H, carries 0.212; number 12, H, carries 0.223; number 13, H, carries 0.204; number 14, H, carries 0.398; number 15, H, carries 0.410; number 16, O, carries -0.930; number 17, H, carries 0.467; number 18, H, carries 0.465; number 19, O, carries -0.964; number 20, H, carries 0.461; number 21, H, carries 0.481

# 2
A molecular structure, C26H44AsF6MnN5O14S3Si, computed with ωB97M-V/def2-TZVPD.

Properties
Total charge: -2
Multiplicity: 6
Gap between HOMO and LUMO (alpha / beta): 7.94 / 8.58 eV

Geometry as XYZ:
```
101
Properties=species:S:1:pos:R:3:forces:R:3
Mn -1.1634 0.1329 0.0026 -0.6 -0.1 -0.4
O -2.7660 -2.5218 -2.5687 0.0 -0.1 -0.1
As -3.9308 -1.2979 -2.1010 0.2 0.2 0.1
O -5.4290 -1.9282 -2.1436 0.0 -0.1 0.0
O -3.3177 -0.5424 -0.7276 0.3 0.0 -0.5
C -3.8357 0.0720 -3.4921 -0.1 -0.1 -0.1
C -5.0029 0.1727 -4.2433 0.0 0.0 -0.1
C -5.1268 1.1108 -5.2581 0.0 0.0 0.0
C -4.0712 1.9658 -5.5369 0.0 0.0 0.0
C -2.9012 1.8765 -4.7976 0.0 0.0 0.0
C -2.7834 0.9400 -3.7777 0.0 0.0 0.0
S -1.2478 0.9563 -2.8605 -0.1 0.0 0.1
O -0.9320 -0.4269 -2.4971 0.1 0.0 -0.1
O -0.2878 1.5988 -3.7281 0.0 0.0 0.0
O -1.5301 1.7127 -1.6233 0.2 0.1 0.0
H -1.8858 -2.1281 -2.4405 -0.1 0.0 0.0
H -5.8154 -0.5018 -4.0015 0.0 0.0 0.0
H -6.0468 1.1697 -5.8287 0.0 0.0 0.0
H -4.1498 2.7031 -6.3278 0.0 0.0 0.0
H -2.0619 2.5257 -5.0080 0.0 0.0 0.0
F -0.2995 -3.6267 2.6180 0.1 -0.1 0.0
C -1.4034 -2.8806 2.7010 -0.1 0.0 -0.1
F -1.0373 -1.6436 3.0403 0.1 0.1 0.0
F -2.1605 -3.3769 3.6851 0.0 -0.1 0.1
S -2.3004 -2.9128 1.0818 0.3 -0.2 0.0
O -1.3809 -2.1784 0.2379 0.0 0.0 0.1
O -2.4477 -4.3168 0.8464 0.0 0.0 0.0
N -3.6824 -2.2593 1.3453 -0.1 0.0 -0.2
S -3.9952 -0.6997 1.3570 -0.2 -0.2 1.2
O -5.2774 -0.3080 0.8593 0.1 0.1 -0.2
O -2.8219 0.1761 1.4942 0.0 0.1 0.0
C -4.4465 -0.6371 3.1599 0.0 0.0 -0.1
F -3.4388 -0.9712 3.9774 0.0 0.0 0.1
F -4.8032 0.6221 3.4794 0.0 0.2 0.1
F -5.4804 -1.4301 3.4549 -0.1 -0.1 0.1
C 3.3267 -3.7941 -1.3440 0.1 0.0 0.0
C 1.8721 -3.6315 -0.9054 0.0 0.0 0.0
C 1.3980 -4.8956 -0.1960 0.0 0.0 0.0
C 0.9713 -3.3331 -2.0984 0.0 0.1 -0.1
O 1.7786 -2.5867 0.0551 0.0 -0.1 0.0
Si 2.0427 -0.9693 -0.0043 -0.1 0.1 0.1
O 0.7685 -0.1244 0.4116 0.3 0.0 -0.1
O 3.3404 -0.6464 0.9977 0.0 0.0 0.1
C 3.4797 -0.8256 2.4002 0.0 0.0 -0.1
C 4.8840 -0.3333 2.7317 0.1 0.0 0.0
C 2.4404 0.0005 3.1503 0.0 0.0 0.0
C 3.3414 -2.3001 2.7724 0.0 -0.1 0.0
O 2.6773 -0.6982 -1.5000 -0.1 0.1 -0.1
C 3.2163 0.4604 -2.1239 0.1 0.0 0.1
C 4.7166 0.4857 -1.8373 0.1 0.0 0.1
C 2.5560 1.7298 -1.6010 0.0 0.0 0.0
C 2.9593 0.3037 -3.6165 0.0 0.0 -0.1
H 3.4242 -4.6384 -2.0330 0.0 0.0 0.0
H 3.9579 -3.9826 -0.4699 0.0 0.0 0.0
H 3.6769 -2.8875 -1.8399 0.0 0.0 0.0
H 1.5243 -5.7700 -0.8407 0.0 0.0 0.0
H 0.3446 -4.8068 0.0703 0.0 0.0 0.0
H 1.9788 -5.0455 0.7188 0.0 0.0 0.0
H 1.0528 -4.1327 -2.8405 0.0 0.0 0.0
H 1.2475 -2.3851 -2.5696 0.0 -0.1 0.1
H -0.0657 -3.2753 -1.7659 0.0 0.0 0.0
H 4.9934 0.7073 2.4151 0.0 0.0 0.0
H 5.6241 -0.9355 2.1987 0.0 0.0 0.0
H 5.0810 -0.3982 3.8057 0.0 0.0 0.0
H 2.5527 1.0584 2.8984 0.0 0.0 0.0
H 2.5539 -0.1172 4.2323 0.0 0.0 0.0
H 1.4398 -0.3182 2.8587 0.0 0.0 0.0
H 4.0609 -2.8962 2.2048 0.0 0.0 0.0
H 2.3418 -2.6702 2.5371 0.0 0.0 0.0
H 3.5274 -2.4418 3.8411 0.0 0.0 0.0
H 4.8828 0.4905 -0.7576 0.0 0.0 -0.1
H 5.1835 1.3719 -2.2781 0.0 0.0 0.0
H 5.1909 -0.4061 -2.2564 0.0 0.0 0.0
H 2.7506 1.8517 -0.5318 0.0 0.0 0.0
H 1.4810 1.6869 -1.7670 0.0 0.0 0.0
H 2.9497 2.6049 -2.1267 0.0 0.0 0.0
H 3.3763 -0.6480 -3.9577 0.0 0.0 0.0
H 3.4328 1.1152 -4.1783 0.0 0.0 0.0
H 1.8886 0.3184 -3.8195 0.0 0.0 0.0
C -0.8918 1.9517 2.7199 0.0 0.0 -0.1
N -0.7113 3.1884 3.4894 0.0 0.0 0.0
C -1.8357 4.0758 3.1780 0.1 0.0 -0.1
N -1.9185 4.3939 1.7502 0.0 0.0 0.0
C -2.0713 3.1360 1.0068 0.1 0.0 0.0
N -0.9478 2.2124 1.2657 0.0 0.1 0.1
C 0.3049 2.8854 0.8773 -0.1 0.0 -0.1
N 0.5024 4.1434 1.6082 0.0 0.0 0.0
C 0.5217 3.8368 3.0401 -0.1 0.0 -0.1
C -0.6516 5.0081 1.3469 0.0 -0.1 0.0
H -1.8176 1.4698 3.0239 0.0 0.0 0.0
H -0.0581 1.2767 2.9099 0.0 0.0 0.0
H -1.7192 5.0060 3.7410 0.0 0.0 0.0
H -2.7632 3.5890 3.4853 0.0 0.0 0.0
H -2.1054 3.3426 -0.0614 0.0 0.0 0.0
H -2.9957 2.6408 1.3008 0.0 0.0 0.0
H 0.2609 3.0922 -0.1924 0.0 0.0 0.0
H 1.1287 2.1989 1.0672 0.0 0.0 0.0
H 0.6568 4.7665 3.6003 0.0 0.0 0.0
H 1.3645 3.1748 3.2486 0.0 0.0 0.0
H -0.6919 5.2284 0.2785 0.0 0.0 0.0
H -0.5214 5.9443 1.8968 0.0 0.0 0.0
```
Forces are in eV/Å.

Here are the Mulliken charges for atoms 1 to 99, given in e: number 1, Mn, carries 1.938; number 2, O, carries -0.809; number 3, As, carries 0.630; number 4, O, carries -0.848; number 5, O, carries -0.245; number 6, C, carries -0.900; number 7, C, carries -0.831; number 8, C, carries -0.537; number 9, C, carries -0.587; number 10, C, carries -0.689; number 11, C, carries 0.412; number 12, S, carries 1.334; number 13, O, carries -0.728; number 14, O, carries -0.755; number 15, O, carries -0.662; number 16, H, carries 0.556; number 17, H, carries 0.542; number 18, H, carries 0.363; number 19, H, carries 0.365; number 20, H, carries 0.501; number 21, F, carries -0.232; number 22, C, carries 0.624; number 23, F, carries -0.210; number 24, F, carries -0.291; number 25, S, carries 1.292; number 26, O, carries -1.040; number 27, O, carries -0.758; number 28, N, carries -0.685; number 29, S, carries 1.326; number 30, O, carries -0.793; number 31, O, carries -0.671; number 32, C, carries 0.389; number 33, F, carries -0.216; number 34, F, carries -0.251; number 35, F, carries -0.247; number 36, C, carries -1.702; number 37, C, carries 2.214; number 38, C, carries -1.658; number 39, C, carries -1.281; number 40, O, carries 0.889; number 41, Si, carries -3.159; number 42, O, carries 3.313; number 43, O, carries -0.813; number 44, C, carries 2.114; number 45, C, carries -2.129; number 46, C, carries -0.842; number 47, C, carries -1.518; number 48, O, carries 0.305; number 49, C, carries 1.906; number 50, C, carries -1.890; number 51, C, carries -1.055; number 52, C, carries -1.661; number 53, H, carries 0.520; number 54, H, carries 0.287; number 55, H, carries 0.018; number 56, H, carries 0.333; number 57, H, carries 0.212; number 58, H, carries 0.296; number 59, H, carries 0.596; number 60, H, carries 0.039; number 61, H, carries 0.008; number 62, H, carries 0.348; number 63, H, carries 0.432; number 64, H, carries 0.377; number 65, H, carries 0.186; number 66, H, carries 0.485; number 67, H, carries -0.433; number 68, H, carries 0.333; number 69, H, carries 0.071; number 70, H, carries 0.488; number 71, H, carries 0.158; number 72, H, carries 0.403; number 73, H, carries 0.362; number 74, H, carries 0.121; number 75, H, carries -0.300; number 76, H, carries 0.637; number 77, H, carries 0.303; number 78, H, carries 0.413; number 79, H, carries 0.160; number 80, C, carries -0.276; number 81, N, carries 0.129; number 82, C, carries -0.631; number 83, N, carries -0.005; number 84, C, carries -1.034; number 85, N, carries 3.132; number 86, C, carries 0.025; number 87, N, carries 0.065; number 88, C, carries -0.721; number 89, C, carries -0.691; number 90, H, carries -0.162; number 91, H, carries -0.521; number 92, H, carries 0.367; number 93, H, carries 0.371; number 94, H, carries 0.341; number 95, H, carries -0.063; number 96, H, carries -0.087; number 97, H, carries -0.824; number 98, H, carries 0.346; number 99, H, carries 0.337

# 3
2 unconnected molecules or ions with the total composition C5H5NO, computed with ωB97M-V/def2-TZVPD.

Properties
Multiplicity: 1
Gap between HOMO and LUMO: 8.95 eV

Geometry as XYZ:
```
12
Properties=species:S:1:pos:R:3:forces:R:3
O -2.2587 -1.4775 0.3829 1.0 0.1 0.5
C -1.2232 -1.4362 0.9083 -0.9 -0.1 -0.4
C -0.3564 0.4429 0.6363 0.0 0.2 0.0
C 1.0812 0.7850 0.4005 0.2 0.1 0.1
C 0.1570 0.5724 -0.7747 0.0 0.0 -0.2
C 0.3084 -0.6470 -1.5433 0.1 -0.9 -0.5
N 0.4307 -1.6511 -2.1097 -0.1 1.0 0.6
H -0.2600 -1.0818 1.3311 -0.1 0.0 -0.1
H -1.0285 1.2237 0.9889 0.1 -0.1 0.0
H 1.8467 0.0279 0.5721 -0.1 0.1 -0.1
H 1.4246 1.8028 0.5759 -0.1 -0.2 0.0
H -0.1219 1.4389 -1.3683 0.0 -0.1 0.1
```
Forces are in eV/Å.

So, what does the natural (NBO) scheme give us? The charges, in e, come out as: number 1, O, carries -0.415; number 2, C, carries 0.442; number 3, C, carries -0.453; number 4, C, carries -0.400; number 5, C, carries -0.370; number 6, C, carries 0.279; number 7, N, carries -0.336; number 8, H, carries 0.335; number 9, H, carries 0.220; number 10, H, carries 0.217; number 11, H, carries 0.226; number 12, H, carries 0.254

# 4
5 unconnected molecules or ions with the total composition C22H21Cl4F3O, computed with ωB97M-V/def2-TZVPD.

Properties
SMILES: ClC(Cl)(Cl)Cl.Fc1ccccc1.Fc1ccccc1.Fc1ccccc1.CC(C)=O
Multiplicity: 1
Gap between HOMO and LUMO: 9.15 eV

Geometry as XYZ:
```
51
Properties=species:S:1:pos:R:3:forces:R:3
Cl 1.0451 -1.4593 6.3543 -0.1 0.2 -0.1
C 0.0288 -0.0869 5.8782 0.4 0.2 -0.2
Cl 0.9114 1.4334 6.1530 0.0 -0.1 0.0
Cl -0.3555 -0.1963 4.1507 -0.1 -0.2 0.1
Cl -1.4414 -0.0643 6.8103 -0.3 -0.1 0.2
F 4.7304 -5.1152 -0.8401 0.0 -0.2 0.1
C 4.0236 -3.9913 -1.0312 -0.2 0.3 0.0
C 4.6908 -2.7872 -1.0090 0.2 0.0 0.2
C 3.9871 -1.6309 -1.2947 -0.2 0.5 -0.1
C 2.6274 -1.6617 -1.5935 0.2 -0.8 0.2
C 1.9653 -2.8873 -1.4956 -0.1 -0.1 -0.4
C 2.6587 -4.0609 -1.2356 0.4 -0.2 -0.1
H 5.7399 -2.7732 -0.7429 0.0 0.0 -0.1
H 4.4955 -0.6743 -1.2889 0.1 -0.1 -0.1
H 2.1057 -0.7772 -1.9271 0.0 0.1 0.2
H 0.9033 -2.9785 -1.6888 0.0 0.2 0.0
H 2.2015 -5.0418 -1.2497 -0.2 0.1 0.1
F -5.3986 2.9631 -1.8097 -0.1 0.0 0.1
C -5.4778 1.7338 -2.3601 -0.2 -0.2 0.0
C -6.1068 1.5908 -3.5791 0.0 0.4 -0.4
C -6.1287 0.3534 -4.1927 0.0 -0.4 0.1
C -5.5131 -0.7348 -3.5872 0.0 -0.1 0.5
C -4.9249 -0.5885 -2.3311 -0.2 0.4 -0.4
C -4.9433 0.6523 -1.6940 0.5 -0.4 0.0
H -6.5449 2.4505 -4.0709 0.0 0.0 0.1
H -6.6451 0.2266 -5.1352 0.1 0.1 0.0
H -5.5303 -1.7198 -4.0343 0.0 0.1 -0.2
H -4.4005 -1.4126 -1.8709 -0.1 0.0 0.1
H -4.4661 0.7513 -0.7290 0.0 0.2 0.0
F 1.8158 4.7639 1.3417 0.1 -0.1 0.0
C 2.3525 3.5331 1.4926 -0.4 0.1 0.3
C 3.3330 3.1229 0.6283 0.9 -0.4 -0.8
C 3.9082 1.8501 0.7366 -1.0 0.4 0.4
C 3.4459 0.9993 1.7372 0.2 -0.3 0.2
C 2.4442 1.4254 2.5971 -0.4 0.8 0.1
C 1.8835 2.6995 2.4895 0.1 -0.5 -0.1
H 3.6766 3.7552 -0.1810 -0.2 0.2 0.1
H 4.6309 1.5478 -0.0057 0.2 -0.1 0.1
H 3.8519 0.0062 1.8856 0.1 0.0 -0.2
H 2.0110 0.8360 3.3925 0.4 -0.4 -0.1
H 1.0695 2.9459 3.1575 0.0 0.4 -0.1
C -0.1741 -0.8838 0.6741 0.5 -0.2 0.9
C -1.3210 -0.2465 -0.0488 0.0 0.1 0.0
C -1.3267 1.2647 -0.1397 -0.3 -0.1 -0.7
O -2.2270 -0.9188 -0.4867 0.0 0.1 0.0
H 0.7907 -0.9119 0.1662 -0.2 0.2 -0.5
H -0.4136 -1.9068 0.9598 -0.1 0.0 -0.1
H 0.0713 -0.3195 1.5799 -0.2 0.1 0.0
H -2.0346 1.5829 -0.9073 0.0 -0.1 0.0
H -0.3438 1.6425 -0.4204 0.1 0.1 0.4
H -1.6816 1.6987 0.7958 0.3 0.0 0.2
```
Forces are in eV/Å.

So, what does the natural (NBO) scheme give us? The charges, in e, come out as: number 1, Cl, carries 0.061; number 2, C, carries -0.226; number 3, Cl, carries 0.046; number 4, Cl, carries 0.044; number 5, Cl, carries 0.081; number 6, F, carries -0.321; number 7, C, carries 0.406; number 8, C, carries -0.292; number 9, C, carries -0.189; number 10, C, carries -0.245; number 11, C, carries -0.189; number 12, C, carries -0.289; number 13, H, carries 0.231; number 14, H, carries 0.212; number 15, H, carries 0.222; number 16, H, carries 0.223; number 17, H, carries 0.232; number 18, F, carries -0.329; number 19, C, carries 0.394; number 20, C, carries -0.292; number 21, C, carries -0.194; number 22, C, carries -0.235; number 23, C, carries -0.180; number 24, C, carries -0.288; number 25, H, carries 0.226; number 26, H, carries 0.215; number 27, H, carries 0.214; number 28, H, carries 0.233; number 29, H, carries 0.233; number 30, F, carries -0.324; number 31, C, carries 0.394; number 32, C, carries -0.288; number 33, C, carries -0.193; number 34, C, carries -0.227; number 35, C, carries -0.202; number 36, C, carries -0.285; number 37, H, carries 0.230; number 38, H, carries 0.216; number 39, H, carries 0.220; number 40, H, carries 0.220; number 41, H, carries 0.232; number 42, C, carries -0.735; number 43, C, carries 0.598; number 44, C, carries -0.727; number 45, O, carries -0.553; number 46, H, carries 0.252; number 47, H, carries 0.236; number 48, H, carries 0.222; number 49, H, carries 0.239; number 50, H, carries 0.229; number 51, H, carries 0.240

Q: multiplicity of number 2 (C26H44AsF6MnN5O14S3Si)?
A: 6

Q: Among the records above, which one has the highest multiplicity?
A: C26H44AsF6MnN5O14S3Si

Q: What is the multiplicity in the second record?
A: 6